[1]
A structure of composition C37H36N4O3PY, computed with wB97M-V/def2-TZVPD.

Geometry as XYZ:
```
82
Properties=species:S:1:pos:R:3
Y 1.117 -0.395 0.996
O 2.236 1.182 1.747
C 3.199 1.003 2.655
C 3.357 1.891 3.725
C 4.304 1.647 4.701
C 5.120 0.516 4.646
C 4.984 -0.355 3.583
C 4.051 -0.112 2.574
C 3.960 -0.993 1.388
N 4.097 -2.251 1.457
C 4.046 -3.029 0.231
C 3.018 -4.141 0.397
N 1.640 -3.651 0.339
C 1.085 -3.287 1.425
C -0.364 -2.980 1.521
C -1.302 -3.810 0.902
C -2.650 -3.644 1.143
C -3.060 -2.651 2.040
C -2.148 -1.809 2.640
C -0.784 -1.917 2.343
O 0.109 -1.009 2.730
H 2.702 2.752 3.775
H 4.407 2.343 5.526
H 5.856 0.330 5.418
H 5.611 -1.236 3.500
H 3.826 -0.485 0.423
H 5.019 -3.503 0.099
H 3.825 -2.428 -0.654
H 3.229 -4.653 1.339
H 3.144 -4.854 -0.416
H 1.633 -3.264 2.372
H -0.943 -4.607 0.260
H -3.376 -4.297 0.678
H -4.114 -2.534 2.265
H -2.472 -1.025 3.314
N -0.512 -0.166 -0.291
P -1.399 1.054 -0.617
C -2.740 1.459 0.538
C -2.449 1.444 1.901
C -3.415 1.798 2.829
C -4.687 2.162 2.405
C -4.991 2.174 1.051
C -4.019 1.825 0.118
C -0.573 2.674 -0.781
C -1.298 3.846 -1.007
C -0.644 5.062 -1.129
C 0.741 5.125 -1.008
C 1.470 3.973 -0.767
C 0.812 2.752 -0.664
C -2.237 0.824 -2.228
C -3.060 -0.303 -2.348
C -3.591 -0.662 -3.578
C -3.297 0.093 -4.710
C -2.475 1.204 -4.605
C -1.945 1.567 -3.368
H -1.468 1.139 2.242
H -3.178 1.783 3.886
H -5.443 2.433 3.132
H -5.984 2.453 0.719
H -4.262 1.830 -0.938
H -2.379 3.807 -1.079
H -1.214 5.966 -1.308
H 1.247 6.079 -1.090
H 2.546 4.018 -0.647
H 1.387 1.860 -0.466
H -3.266 -0.907 -1.469
H -4.231 -1.532 -3.657
H -3.710 -0.187 -5.672
H -2.244 1.794 -5.484
H -1.305 2.438 -3.295
C 0.538 -0.632 -4.419
N 0.899 -1.061 -3.072
C 0.316 -2.277 -2.492
C 1.739 -0.339 -2.352
O 2.133 -0.645 -1.217
H -0.475 -0.964 -4.634
H 1.213 -1.044 -5.169
H 0.550 0.455 -4.483
H -0.421 -2.668 -3.191
H -0.163 -2.030 -1.548
H 1.079 -3.029 -2.302
H 2.041 0.607 -2.817
```

As for the energy above the lowest of the compared OMol25 structures with the same formula, charge and spin: 11.83 kcal per mole. Its HOMO energy is -7.8 eV. The orbital gap comes out at 0.30379 Ha. The LUMO energy is 0.51 eV. As for the charge: 0.

Here are the Löwdin charges for atoms 1 to 4, given in e: 1.43 -0.26 -0.35 -0.02


[2]
A structure of composition C37H37B2F4N5OPPd, computed with wB97M-V/def2-TZVPD.

Geometry as XYZ:
```
88
Properties=species:S:1:pos:R:3
Pd -0.076 0.906 0.305
B 2.208 1.561 2.936
N 0.963 0.709 3.347
C 0.591 0.512 4.617
C -0.577 -0.228 4.629
C -0.855 -0.428 3.276
N 0.081 0.138 2.514
N 2.652 1.264 1.485
C 3.906 1.017 1.105
C 3.991 1.117 -0.276
C 2.695 1.432 -0.669
N 1.901 1.524 0.403
H 3.128 1.258 3.654
H 1.930 2.741 3.041
H 1.199 0.889 5.423
H -1.125 -0.585 5.484
H -1.667 -0.975 2.825
H 4.655 0.791 1.842
H 4.856 0.964 -0.895
H 2.281 1.586 -1.652
C 2.057 -3.214 -3.403
C 0.674 -2.756 -2.954
C -0.421 -3.226 -3.901
C 0.657 -1.240 -2.759
C 0.852 -0.403 -4.047
O -0.363 0.379 -4.175
C -1.104 0.060 -3.081
N -0.648 -0.801 -2.277
C -2.406 0.706 -2.920
C -3.029 1.266 -4.030
C -4.290 1.829 -3.919
C -4.930 1.833 -2.692
C -4.305 1.288 -1.578
C -3.037 0.721 -1.663
P -2.201 0.096 -0.160
C -2.404 -1.706 -0.209
C -3.421 -2.311 -0.944
C -3.503 -3.695 -1.002
C -2.569 -4.476 -0.331
C -1.558 -3.873 0.404
C -1.475 -2.489 0.464
C -3.357 0.584 1.174
C -4.268 -0.303 1.738
C -5.097 0.107 2.777
C -5.026 1.406 3.251
C -4.117 2.297 2.694
C -3.284 1.886 1.668
H 2.090 -4.301 -3.499
H 2.806 -2.926 -2.662
H 2.326 -2.789 -4.374
H 0.490 -3.177 -1.955
H -0.270 -2.844 -4.919
H -1.402 -2.903 -3.551
H -0.427 -4.317 -3.957
H 1.401 -0.999 -2.005
H 0.958 -1.004 -4.953
H 1.687 0.296 -3.980
H -2.507 1.251 -4.977
H -4.770 2.260 -4.789
H -5.917 2.268 -2.590
H -4.819 1.318 -0.628
H -4.134 -1.703 -1.487
H -4.287 -4.164 -1.584
H -2.624 -5.556 -0.394
H -0.801 -4.459 0.910
H -0.655 -2.043 1.004
H -4.322 -1.323 1.377
H -5.792 -0.597 3.217
H -5.667 1.722 4.065
H -4.049 3.311 3.066
H -2.567 2.577 1.247
C -0.548 2.337 -0.846
C -0.070 3.626 -0.356
C 0.093 3.984 0.992
C 0.483 5.265 1.339
C 0.779 6.197 0.351
C 0.646 5.855 -0.989
C 0.190 4.592 -1.335
H -0.085 3.248 1.764
H 0.602 5.524 2.383
H 1.116 7.189 0.625
H 0.871 6.584 -1.758
H 0.023 4.320 -2.369
F 1.412 -1.376 0.175
B 2.094 -2.459 0.830
F 1.247 -3.003 1.806
F 2.376 -3.430 -0.146
F 3.277 -1.987 1.399
```

As for the energy above the lowest of the compared OMol25 structures with the same formula, charge and spin: 0.00 kcal per mole. Its HOMO energy (alpha / beta) is -4.5 / -4.5 eV. The orbital gap (alpha / beta) comes out at 0.23874 / 0.23806 Ha. The LUMO energy (alpha / beta) is 2.00 / 2.00 eV. As for the charge: -1.

Here are the Löwdin charges for atoms 1 to 4, given in e: 0.77 -0.42 -0.08 -0.11


[3]
A structure of composition C37H37Cl3O2P2Ti, computed with wB97M-V/def2-TZVPD.

Geometry as XYZ:
```
82
Properties=species:S:1:pos:R:3
Ti -1.495 0.654 -1.230
C -2.402 1.043 -3.043
C -2.329 -0.326 -2.712
C -1.253 -1.229 -3.209
C 0.095 -0.483 -3.304
C 0.402 0.370 -2.075
C 0.144 1.761 -1.974
C -0.296 2.562 -3.174
C -1.551 1.974 -3.873
C 1.774 -0.168 2.627
H -3.411 1.475 -2.977
H -3.189 -0.760 -2.203
H -1.556 -1.584 -4.207
H -1.171 -2.148 -2.606
H 0.910 -1.216 -3.420
H 0.110 0.096 -4.238
H 1.149 -0.032 -1.374
H 0.765 2.315 -1.272
H 0.533 2.650 -3.906
H -0.500 3.606 -2.875
H -2.169 2.847 -4.144
H -1.277 1.541 -4.843
H 1.087 0.670 2.475
H 2.441 0.049 3.467
H 1.201 -1.077 2.824
P -0.715 -1.695 -0.017
P 2.768 -0.366 1.177
C 0.938 -2.299 0.116
C 2.079 -1.495 -0.003
C -1.958 -2.917 0.473
C -2.401 -3.855 -0.493
C -3.438 -4.736 -0.196
C -4.081 -4.675 1.046
C -3.731 -3.676 1.962
C -2.689 -2.796 1.677
C -3.525 1.085 -0.578
C -3.065 2.414 -0.722
C -3.678 3.403 0.072
C -4.874 3.070 0.690
C -5.358 1.756 0.717
C -4.627 0.693 0.138
C 4.336 -1.227 1.615
C 4.217 -2.560 2.050
C 5.358 -3.351 2.133
C 6.610 -2.811 1.819
C 6.725 -1.467 1.445
C 5.590 -0.655 1.346
C 3.106 1.305 0.560
C 2.680 2.469 1.233
C 2.875 3.734 0.676
C 3.528 3.868 -0.554
C 3.964 2.724 -1.232
C 3.757 1.454 -0.678
H 1.082 -3.400 0.038
H 2.745 -1.641 -0.878
H -1.927 -3.858 -1.477
H -3.751 -5.473 -0.942
H -4.864 -5.397 1.287
H -4.275 -3.589 2.897
H -2.435 -1.991 2.356
H -2.447 2.740 -1.578
H -3.209 4.386 0.119
H -5.463 3.864 1.147
H -6.285 1.531 1.233
H -4.861 -0.365 0.234
H 3.223 -2.965 2.266
H 5.253 -4.387 2.435
H 7.495 -3.441 1.862
H 7.698 -1.039 1.212
H 5.664 0.402 1.048
H 2.188 2.399 2.202
H 2.517 4.620 1.202
H 3.704 4.854 -0.981
H 4.476 2.810 -2.194
H 4.109 0.570 -1.210
Cl -1.347 -0.430 4.537
C -2.092 0.993 3.772
Cl -3.830 0.734 3.597
Cl -1.798 2.429 4.753
C -1.460 1.198 2.302
O -1.616 0.203 1.481
O -0.900 2.259 2.080
```

As for the energy above the lowest of the compared OMol25 structures with the same formula, charge and spin: 84.92 kcal per mole. Its HOMO energy (alpha / beta) is -6.2 / -5.8 eV. The orbital gap (alpha / beta) comes out at 0.21092 / 0.13785 Ha. The LUMO energy (alpha / beta) is -0.49 / -2.07 eV. As for the charge: 0. As for the spin multiplicity: 3.

Here are the Löwdin charges for atoms 1 to 4, given in e: 0.73 -0.29 -0.34 -0.23